The following is a DFT calculation (ωB97M-V/def2-TZVPD) of a cluster of 2 separate species, C6H12O in total at a distorted geometry.

Computed properties:
Total energy: -310.9710 hartree
Kohn-Sham gap: 9.1 eV
E_HOMO: -8.39 eV

ORCA input file:
```
! RIJCOSX wB97M-V def2-TZVPD def2/J DEFGRID3
* xyz 0 1
C 1.217 -1.469 -0.134
H 0.298 -1.959 -0.273
H -1.262 0.810 1.794
C 0.609 -0.124 1.798
H 1.397 -0.672 2.394
H 1.498 1.407 -2.321
H 0.391 1.926 -0.019
C 0.556 0.928 -0.332
H -0.255 1.356 -2.367
O -2.689 -0.148 -0.884
H -2.621 0.791 -0.721
H -0.731 0.230 3.387
C 0.887 -0.166 0.404
H 1.846 -1.440 -1.041
H 1.688 -2.196 0.554
C -0.538 0.340 2.332
H -3.528 -0.262 -0.432
H 0.645 -0.217 -2.176
C 0.590 0.864 -1.964
*
```